# 1
Entry from the OMol25 dataset: C5H10FeO5 as an isolated structure (the ωB97M-V functional and the def2-TZVPD basis).

Results
Frontier orbital gap (alpha / beta)   5.76 / 5.63 eV
LUMO (alpha / beta)   -10.3500 / -11.8546 eV
Spin multiplicity   7
Net charge   +2
HOMO level (alpha / beta)   -0.592 / -0.642 Ha

Cartesian coordinates (Å):
1 C -0.537314 0.426700 0.851817
2 C 0.573238 0.716450 1.782788
3 O 1.641107 -0.270111 1.592528
4 C 2.687735 -0.190172 2.367709
5 O 2.850927 0.767805 3.186859
6 O 3.494231 -1.171661 2.405862
7 O -0.871175 1.475015 0.052332
8 Fe 4.446185 -0.117095 3.695583
9 H -1.366960 -0.179800 1.229352
10 H 0.228329 0.650508 2.821441
11 H 1.020808 1.706898 1.632183
12 H -1.404919 1.179176 -0.719349
13 H -0.602060 -0.827655 -0.769142
14 C -0.935441 -1.347220 -1.911629
15 C -1.561920 -0.312366 -2.807675
16 O -2.195417 0.675988 -1.995858
17 H -0.080803 -1.839150 -2.388592
18 H -1.678497 -2.076139 -1.565342
19 H -2.313737 -0.776628 -3.467486
20 H -0.795078 0.159686 -3.443236
21 H -2.599241 1.349773 -2.550144

Forces on atoms 1 to 6 (eV/Å):
-3.01 5.23 -1.71
2.24 0.39 0.52
-0.08 -0.10 0.03
-2.78 -0.86 -0.90
-0.03 0.73 -0.05
0.42 0.30 -0.30



# 2
Entry from the OMol25 dataset: C37H36NOP2ReS2Te as an isolated structure (the ωB97M-V functional and the def2-TZVPD basis).

Results
Frontier orbital gap (alpha / beta)   5.69 / 5.86 eV
LUMO (alpha / beta)   -4.0243 / -3.9216 eV
Spin multiplicity   2
ΔE to the lowest compared entry with this formula, charge and spin   51.7 kJ/mol
Net charge   +1
HOMO level (alpha / beta)   -0.357 / -0.359 Ha

Cartesian coordinates (Å):
1 Re -1.119037 -0.939554 -0.927840
2 C -5.587999 -2.318720 -1.171832
3 C -4.294245 -1.585548 -1.255180
4 S -2.927408 -2.165265 -0.395715
5 C -4.155429 -0.392895 -1.916363
6 C -5.270025 0.306399 -2.621779
7 S -2.609529 0.353674 -1.867123
8 H -5.464124 -3.288899 -0.694854
9 H -6.006805 -2.469646 -2.167743
10 H -6.315963 -1.745317 -0.593037
11 H -5.537334 -0.221638 -3.540163
12 H -4.985599 1.322948 -2.889436
13 H -6.161497 0.349960 -1.995419
14 Te 2.282250 -0.788677 2.461323
15 C 2.133955 1.024729 3.539454
16 C 1.762196 1.017910 4.877613
17 C 1.650784 2.231303 5.544291
18 N 1.858155 3.407803 4.971666
19 C 2.215782 3.408490 3.694597
20 C 2.379161 2.255693 2.941118
21 C 0.969004 -0.256058 0.910225
22 P -0.683839 0.284623 1.051297
23 C -1.366705 -0.238006 2.636103
24 C -1.463817 0.655574 3.699040
25 C -1.867862 0.205551 4.946876
26 C -2.166353 -1.133514 5.140432
27 C -2.051690 -2.032008 4.087467
28 C -1.647959 -1.586237 2.842082
29 C -0.909904 2.080508 0.978897
30 C -2.158501 2.654794 1.200748
31 C -2.329492 4.019124 1.051260
32 C -1.258495 4.818999 0.673816
33 C -0.015925 4.250763 0.441575
34 C 0.157705 2.882962 0.589034
35 P 1.311283 -0.430626 -0.790001
36 C 2.301417 0.877040 -1.545242
37 C 1.682618 1.773951 -2.408627
38 C 2.370866 2.883025 -2.875700
39 C 3.675712 3.107769 -2.464601
40 C 4.296430 2.222150 -1.591356
41 C 3.614311 1.110059 -1.131492
42 C 2.252469 -1.964465 -1.050554
43 C 1.882684 -3.091176 -0.314101
44 C 2.503667 -4.309203 -0.530781
45 C 3.499307 -4.418674 -1.491809
46 C 3.867985 -3.306522 -2.234672
47 C 3.246986 -2.084566 -2.019365
48 H 1.540456 0.094521 5.395319
49 H 1.366246 2.250398 6.590817
50 H 2.386603 4.380816 3.245385
51 H 2.691428 2.322953 1.907049
52 H -1.214859 1.699782 3.564621
53 H -1.942772 0.905543 5.767708
54 H -2.482355 -1.481024 6.114462
55 H -2.271862 -3.079408 4.240175
56 H -1.540368 -2.296885 2.031457
57 H -2.999620 2.039031 1.498026
58 H -3.298955 4.462522 1.232584
59 H -1.395825 5.886190 0.565047
60 H 0.821523 4.869939 0.148269
61 H 1.126697 2.436920 0.405701
62 H 0.650916 1.611498 -2.702753
63 H 1.885873 3.574291 -3.551230
64 H 4.211821 3.976513 -2.820726
65 H 5.313328 2.400829 -1.268802
66 H 4.100087 0.425168 -0.444640
67 H 1.114423 -3.009085 0.449548
68 H 2.217167 -5.171096 0.057026
69 H 3.992338 -5.367337 -1.655428
70 H 4.649956 -3.385574 -2.978172
71 H 3.546194 -1.224214 -2.603877
72 C 0.645935 -3.873071 -3.749779
73 C -0.029286 -2.554920 -3.566466
74 C -0.134020 -1.609268 -4.717347
75 O -0.493933 -2.261185 -2.470128
76 H -0.041069 -4.540481 -4.278037
77 H 0.905131 -4.304649 -2.785748
78 H 1.528750 -3.767552 -4.379333
79 H 0.872213 -1.274924 -4.983387
80 H -0.751614 -0.752496 -4.457074
81 H -0.529730 -2.122318 -5.594408

Forces on atoms 1 to 6 (eV/Å):
0.44 -0.28 -0.15
-0.16 -0.15 0.04
0.27 0.53 -0.15
-0.41 -0.29 0.05
0.05 -0.42 0.34
-0.04 0.07 -0.10



| no. | F_max (Eh/bohr) |
| --- | --- |
| 1 | 0.1239 |
| 2 | 0.0119 |